(1)
# C5H3ClN4

C5H3ClN4 in the gas phase (the ωB97M-V functional and the def2-TZVPD basis, OMol25).

Atoms and positions in Å:
N  -3.166  -0.768  0.114
C  -1.985  -0.566  -0.074
C  -0.574  -0.466  -0.067
C  0.255  -1.615  -0.059
N  1.571  -1.523  0.036
C  2.066  -0.263  -0.014
Cl  3.808  -0.042  0.043
N  1.378  0.884  -0.101
C  0.039  0.837  -0.068
N  -0.692  1.977  0.064
H  -0.206  -2.639  -0.016
H  -1.211  2.250  -0.758
H  -1.282  1.934  0.901

Atoms 1-3, force components in eV/Å:
N 6.139 1.260 -1.281
C -6.662 -1.615 1.569
C 1.339 0.612 -0.490

The HOMO energy is -10.2 eV. As for the energy relative to the best compared isomer or geometry (same formula, charge and spin): 117.33 kJ/mol. The value obtained for the calculated total energy is -23715.58168 eV. As for the total charge: 0. As for the SMILES: N#Cc1cnc(Cl)nc1N.

Which charges does Mulliken predict for the atoms? In e, they are: atom 1 (N): -0.49, atom 2 (C): -0.04, atom 3 (C): 0.46, atom 4 (C): -0.19, atom 5 (N): -0.51, atom 6 (C): 0.36, atom 7 (Cl): -0.13, atom 8 (N): -0.45, atom 9 (C): 0.53, atom 10 (N): -0.55, atom 11 (H): 0.41, atom 12 (H): 0.29, atom 13 (H): 0.30

=====

(2)
# C22H34BeN2O6P2

A molecular structure, C22H34BeN2O6P2 (the ωB97M-V functional and the def2-TZVPD basis, OMol25).

Atoms and positions in Å:
P  3.982  1.663  -1.402
P  1.916  0.733  -3.870
C  4.583  1.533  -3.171
C  3.473  1.695  -4.228
H  5.091  0.556  -3.258
H  5.338  2.333  -3.260
H  3.170  2.751  -4.337
H  3.809  1.324  -5.211
C  2.406  -0.920  -4.463
H  1.543  -1.593  -4.387
H  3.240  -1.327  -3.875
H  2.705  -0.822  -5.515
C  0.758  1.322  -5.132
H  1.132  1.049  -6.127
H  0.645  2.411  -5.059
H  -0.213  0.843  -4.958
C  5.498  1.381  -0.439
H  5.260  1.473  0.628
H  6.249  2.129  -0.718
H  5.879  0.372  -0.640
C  3.834  3.481  -1.304
H  3.056  3.865  -1.975
H  4.802  3.915  -1.581
H  3.594  3.767  -0.274
Be  -1.847  -0.361  2.982
C  -0.552  0.130  -1.824
C  0.217  -0.961  -1.630
C  1.674  -1.010  -1.317
C  2.085  -0.954  0.169
C  2.476  0.422  0.591
C  1.860  1.586  0.248
C  1.061  1.901  -0.965
C  -0.410  1.429  -1.069
C  -1.070  0.577  4.068
H  -1.519  -0.016  -2.326
H  -0.245  -1.955  -1.700
H  2.200  -0.188  -1.830
H  2.087  -1.924  -1.775
H  1.299  -1.413  0.794
H  2.970  -1.596  0.293
H  3.313  0.492  1.297
H  1.964  2.435  0.942
H  1.567  1.514  -1.884
H  1.090  2.998  -1.104
H  -0.854  1.383  -0.055
H  -0.971  2.221  -1.607
H  -1.638  1.372  4.564
H  -0.217  1.044  3.562
H  -0.642  -0.063  4.855
O  -1.866  -1.967  2.865
C  -3.078  -1.585  2.545
O  -3.141  -0.362  2.067
C  -4.292  -2.286  3.025
C  -5.553  -1.993  2.482
C  -6.705  -2.324  3.218
C  -6.620  -2.813  4.523
C  -5.353  -3.087  5.038
C  -4.189  -2.927  4.263
N  -5.189  -3.268  6.457
O  -6.200  -3.290  7.183
O  -4.030  -3.371  6.909
N  -8.000  -2.087  2.630
O  -8.052  -1.687  1.449
O  -9.020  -2.282  3.321
H  -5.631  -1.497  1.521
H  -7.510  -2.967  5.122
H  -3.218  -3.207  4.660

Atoms 1-3, force components in eV/Å:
P 0.129 -0.850 -2.159
P 0.530 0.440 0.483
C 0.631 0.471 0.455

The HOMO energy is -6.6 eV. As for the energy relative to the best compared isomer or geometry (same formula, charge and spin): 194.80 kJ/mol. The value obtained for the calculated total energy is -57601.66420 eV. As for the total charge: 0.

Which charges does Mulliken predict for the atoms? In e, they are: atom 1 (P): 1.40, atom 2 (P): 1.87, atom 3 (C): -1.29, atom 4 (C): -1.25, atom 5 (H): 0.38, atom 6 (H): 0.54, atom 7 (H): 0.41, atom 8 (H): 0.54, atom 9 (C): -1.47, atom 10 (H): 0.35, atom 11 (H): 0.31, atom 12 (H): 0.50, atom 13 (C): -1.44, atom 14 (H): 0.41, atom 15 (H): 0.40, atom 16 (H): 0.34, atom 17 (C): -1.50, atom 18 (H): 0.38, atom 19 (H): 0.44, atom 20 (H): 0.34, atom 21 (C): -1.58, atom 22 (H): 0.30, atom 23 (H): 0.50, atom 24 (H): 0.37, atom 25 (Be): -0.27, atom 26 (C): -0.56, atom 27 (C): -0.38, atom 28 (C): 0.28, atom 29 (C): -0.73, atom 30 (C): -0.71, atom 31 (C): -0.33, atom 32 (C): 0.16, atom 33 (C): -0.82, atom 34 (C): -0.64, atom 35 (H): 0.50, atom 36 (H): 0.36, atom 37 (H): -1.08, atom 38 (H): 0.61, atom 39 (H): 0.27, atom 40 (H): 0.36, atom 41 (H): 0.64, atom 42 (H): 0.52, atom 43 (H): -1.51, atom 44 (H): 0.61, atom 45 (H): 0.22, atom 46 (H): 0.37, atom 47 (H): 0.27, atom 48 (H): 0.10, atom 49 (H): 0.20, atom 50 (O): -0.56, atom 51 (C): 1.32, atom 52 (O): -0.50, atom 53 (C): 0.16, atom 54 (C): -0.55, atom 55 (C): -0.07, atom 56 (C): -0.33, atom 57 (C): 0.02, atom 58 (C): -0.56, atom 59 (N): 0.96, atom 60 (O): -0.56, atom 61 (O): -0.57, atom 62 (N): 0.96, atom 63 (O): -0.57, atom 64 (O): -0.57, atom 65 (H): 0.54, atom 66 (H): 0.57, atom 67 (H): 0.63

=====

(3)
# C9H16ClDyI2N3O2P

A molecular structure, C9H16ClDyI2N3O2P (the ωB97M-V functional and the def2-TZVPD basis, OMol25).

Atoms and positions in Å:
I  2.904  -2.213  1.186
I  0.668  -1.451  2.397
Dy  -1.010  0.269  -0.693
P  -0.606  -3.390  -0.463
C  0.224  -4.705  0.525
C  -2.303  -4.067  -0.222
H  -0.754  -3.590  -2.878
H  -0.686  -5.228  -2.098
H  0.797  -4.211  -2.264
C  -0.288  -4.199  -2.094
H  -3.017  -3.497  -0.825
H  -2.347  -5.125  -0.515
H  -0.149  -5.692  0.210
H  0.011  -4.557  1.588
H  -2.580  -3.974  0.834
H  1.311  -4.630  0.402
C  2.074  1.019  3.174
O  2.835  1.837  3.376
Cl  -1.214  -0.230  -3.033
C  -1.943  4.898  0.131
N  -0.686  4.132  0.119
C  0.522  4.705  0.424
C  1.669  3.974  0.318
C  1.596  2.619  -0.041
N  0.384  2.040  -0.264
C  -0.734  2.829  -0.166
O  -1.862  2.197  -0.346
N  2.655  1.816  -0.178
H  -2.753  4.173  0.044
H  -1.971  5.592  -0.719
H  -2.005  5.472  1.064
H  0.452  5.756  0.699
H  2.643  4.417  0.509
H  3.578  2.223  -0.064
H  2.584  0.791  -0.140

Atoms 1-3, force components in eV/Å:
I -0.042 0.309 -0.020
I -0.731 -0.923 -0.339
Dy 0.080 -2.871 -0.512

The HOMO energy (alpha / beta) is -14.6 / -14.6 eV. As for the energy relative to the best compared isomer or geometry (same formula, charge and spin): 0.00 kJ/mol. The value obtained for the calculated total energy is -80241.96979 eV. As for the total charge: +2. Its expectation value of S² is 9.35. Its multiplicity is 6.

Which charges does Mulliken predict for the atoms? In e, they are: atom 1 (I): 0.06, atom 2 (I): 0.02, atom 3 (Dy): 1.26, atom 4 (P): 0.66, atom 5 (C): -1.19, atom 6 (C): -1.16, atom 7 (H): 0.32, atom 8 (H): 0.39, atom 9 (H): 0.34, atom 10 (C): -1.15, atom 11 (H): 0.37, atom 12 (H): 0.38, atom 13 (H): 0.37, atom 14 (H): 0.38, atom 15 (H): 0.35, atom 16 (H): 0.31, atom 17 (C): 0.10, atom 18 (O): -0.13, atom 19 (Cl): -0.34, atom 20 (C): -0.97, atom 21 (N): 0.03, atom 22 (C): -0.20, atom 23 (C): -0.75, atom 24 (C): 0.83, atom 25 (N): -0.22, atom 26 (C): 0.54, atom 27 (O): -0.67, atom 28 (N): -0.25, atom 29 (H): 0.32, atom 30 (H): 0.35, atom 31 (H): 0.38, atom 32 (H): 0.50, atom 33 (H): 0.39, atom 34 (H): 0.26, atom 35 (H): 0.09

=====

(4)
# C4H14N4

2 unconnected molecules or ions with the total composition C4H14N4 (the ωB97M-V functional and the def2-TZVPD basis, OMol25).

Atoms and positions in Å:
C  2.170  1.118  -1.679
C  0.167  2.221  -2.456
C  1.012  0.644  -0.902
C  -1.068  -1.850  1.906
N  -0.022  1.265  -1.351
N  -2.027  -0.902  2.130
N  1.626  2.155  -2.702
N  -0.926  -2.934  3.097
H  2.905  1.582  -1.021
H  2.655  0.288  -2.193
H  -0.409  1.907  -3.331
H  -0.151  3.222  -2.151
H  -0.069  -1.416  1.835
H  -1.291  -2.464  1.032
H  -0.956  1.132  -0.990
H  -2.996  -1.175  2.073
H  -1.850  -0.196  2.827
H  2.079  3.062  -2.554
H  1.843  1.864  -3.659
H  -0.164  -3.592  2.896
H  -1.797  -3.469  3.206
H  -0.728  -2.463  3.988

Atoms 1-3, force components in eV/Å:
C 0.268 -0.370 0.339
C -1.002 0.292 -0.109
C 0.071 -0.518 0.574

The HOMO energy is -16.0 eV. As for the energy relative to the best compared isomer or geometry (same formula, charge and spin): 152.07 kJ/mol. The value obtained for the calculated total energy is -10318.23121 eV. As for the total charge: +2.

Which charges does Mulliken predict for the atoms? In e, they are: atom 1 (C): -0.26, atom 2 (C): -0.51, atom 3 (C): -0.33, atom 4 (C): -0.45, atom 5 (N): -0.02, atom 6 (N): -0.44, atom 7 (N): -0.11, atom 8 (N): -0.40, atom 9 (H): 0.30, atom 10 (H): 0.31, atom 11 (H): 0.33, atom 12 (H): 0.33, atom 13 (H): 0.37, atom 14 (H): 0.35, atom 15 (H): 0.21, atom 16 (H): 0.25, atom 17 (H): 0.25, atom 18 (H): 0.37, atom 19 (H): 0.37, atom 20 (H): 0.36, atom 21 (H): 0.36, atom 22 (H): 0.35

=====

(5)
# C6H7IN2

A molecular structure, C6H7IN2 (the ωB97M-V functional and the def2-TZVPD basis, OMol25).

Atoms and positions in Å:
C  -1.253  1.271  -1.057
C  -1.086  2.327  -0.069
C  -0.455  0.277  -0.603
C  -0.102  -1.138  -0.736
C  0.438  -1.640  0.622
C  1.237  -0.414  1.044
N  -0.288  1.987  0.867
N  0.119  0.739  0.528
I  2.891  -0.369  -0.165
H  -1.890  1.305  -2.011
H  -1.557  3.232  -0.011
H  -0.837  -1.878  -1.015
H  0.713  -1.259  -1.541
H  -0.446  -1.764  1.430
H  1.020  -2.571  0.616
H  1.498  -0.103  2.101

Atoms 1-3, force components in eV/Å:
C -1.633 1.410 -1.736
C -0.613 -2.399 -2.537
C -0.219 -0.136 1.222

The HOMO energy is -9.0 eV. As for the energy relative to the best compared isomer or geometry (same formula, charge and spin): 35.09 kJ/mol. The value obtained for the calculated total energy is -17414.12215 eV. As for the total charge: 0.

Which charges does Mulliken predict for the atoms? In e, they are: atom 1 (C): -0.74, atom 2 (C): -0.20, atom 3 (C): 0.58, atom 4 (C): -0.87, atom 5 (C): -0.55, atom 6 (C): -0.53, atom 7 (N): -1.16, atom 8 (N): 0.83, atom 9 (I): 0.13, atom 10 (H): 0.28, atom 11 (H): 0.55, atom 12 (H): 0.36, atom 13 (H): 0.24, atom 14 (H): 0.28, atom 15 (H): 0.37, atom 16 (H): 0.43

=====

(6)
# C6H12NOS

A gas-phase ion, C6H12NOS (charge -1) (the ωB97M-V functional and the def2-TZVPD basis, OMol25).

Atoms and positions in Å:
C  -0.644  -1.432  0.941
C  -2.082  -1.008  0.354
C  -1.134  1.224  -1.133
C  0.921  0.116  -0.063
C  0.758  1.038  1.048
C  2.154  0.346  -0.922
N  0.485  -1.113  -0.003
O  0.922  -2.076  -0.810
S  -2.177  0.852  0.222
H  -0.615  -1.039  1.900
H  -0.555  -2.499  0.846
H  -2.190  -1.489  -0.648
H  -2.865  -1.237  0.989
H  -0.681  2.221  -1.038
H  -1.782  1.033  -2.044
H  -0.322  1.116  1.279
H  1.222  2.021  0.865
H  1.413  0.751  1.810
H  1.975  0.007  -1.924
H  2.948  -0.250  -0.625
H  2.246  1.417  -1.046

Atoms 1-3, force components in eV/Å:
C -1.791 -1.143 -3.939
C 3.869 0.905 -1.723
C -0.441 -0.271 -1.156

The HOMO energy is -1.6 eV. As for the energy relative to the best compared isomer or geometry (same formula, charge and spin): 435.56 kJ/mol. The value obtained for the calculated total energy is -20785.25964 eV. As for the total charge: -1.

Which charges does Mulliken predict for the atoms? In e, they are: atom 1 (C): -1.07, atom 2 (C): -0.58, atom 3 (C): -0.82, atom 4 (C): 0.83, atom 5 (C): -1.53, atom 6 (C): -1.65, atom 7 (N): 0.66, atom 8 (O): -0.83, atom 9 (S): -0.30, atom 10 (H): 0.39, atom 11 (H): 0.44, atom 12 (H): 0.33, atom 13 (H): 0.42, atom 14 (H): 0.21, atom 15 (H): 0.25, atom 16 (H): 0.25, atom 17 (H): 0.37, atom 18 (H): 0.45, atom 19 (H): 0.36, atom 20 (H): 0.41, atom 21 (H): 0.40